The following is a quantum chemistry calculation of a structure of composition C3H5LuO3, from the OMol25 dataset.

Results
M = 264.0 g mol⁻¹
net charge = +3
multiplicity = 2
⟨S²⟩ = 0.75
total energy = -42914.98119 eV
LUMO energy (alpha / beta) = -17.6 / -17.6 eV

```
12
Properties=species:S:1:pos:R:3:mulliken_spin:R:1
O -1.421 0.473 0.393 0.226
C -2.633 -0.126 0.416 0.271
C -3.804 0.769 0.262 0.006
H -2.629 -0.841 1.296 0.146
H -3.776 1.576 1.008 0.039
H -4.725 0.190 0.388 -0.003
H -3.798 1.231 -0.736 0.041
O -0.625 -1.487 -0.370 0.045
C -0.282 -0.404 0.069 0.010
O 0.733 0.294 -0.079 0.008
Lu 2.991 0.269 -0.699 0.001
H -2.345 -1.173 -0.274 0.209
```